Record 1
The following is a quantum chemistry calculation of a single C5H2N2O molecule at a distorted geometry, from OMol25.

Summary:
- spin multiplicity = 1
- HOMO-LUMO gap (hartree) = 0.3249
- highest occupied orbital energy (eV) = -10.93
- total energy (eV) = -10241.56919
- relative energy (zero: lowest compared OMol25 entry of this formula, charge and spin) (eV) = 1.164
- LUMO (eV) = -2.087
- SMILES string = N#C/C=C(/C#N)C=O
- largest force on an atom (eV Å⁻¹) = 7.2

Element x y z (Å)
C1 0.26 -1.26 -0.64
C2 -0.52 -0.01 -0.11
C3 0.10 1.13 0.34
C4 1.46 1.22 0.28
C5 -1.84 -0.28 0.07
H1 1.48 -1.51 -0.25
H2 -0.24 1.79 1.02
N1 2.59 1.30 0.17
N2 -2.97 -0.35 0.41
O1 -0.32 -2.03 -1.29

---

Record 2
The following is a quantum chemistry calculation of a single C5H2N2O3 molecule at a distorted geometry, from OMol25.

Summary:
- spin multiplicity = 1
- HOMO-LUMO gap (hartree) = 0.3483
- highest occupied orbital energy (eV) = -10.93
- total energy (eV) = -14338.72944
- relative energy (zero: lowest compared OMol25 entry of this formula, charge and spin) (eV) = 0.859
- LUMO (eV) = -1.449
- SMILES string = N#C[C@H]1C(=O)NC(=O)C1=O
- largest force on an atom (eV Å⁻¹) = 5.4

Element x y z (Å)
C1 0.26 1.28 0.14
C2 -1.55 -0.15 -0.32
C3 -0.47 -1.08 0.21
C4 0.80 -0.22 0.59
C5 2.01 -0.74 -0.15
H1 -1.66 1.89 -0.59
H2 1.16 -0.37 1.63
N1 -1.01 1.13 -0.26
N2 2.75 -1.21 -0.96
O1 0.98 2.23 -0.03
O2 -2.71 -0.51 -0.54
O3 -0.55 -2.26 0.28

---

Record 3
The following is a quantum chemistry calculation of a single C5H2O molecule at a distorted geometry, from OMol25.

Summary:
- spin multiplicity = 1
- HOMO-LUMO gap (hartree) = 0.3341
- highest occupied orbital energy (eV) = -10.01
- total energy (eV) = -7258.20863
- relative energy (zero: lowest compared OMol25 entry of this formula, charge and spin) (eV) = 2.300
- LUMO (eV) = -0.916
- largest force on an atom (eV Å⁻¹) = 1.4

Element x y z (Å)
C1 1.25 -1.98 -0.02
C2 0.46 -0.70 0.00
C3 -0.31 1.76 0.57
C4 0.16 -1.92 -0.75
C5 0.10 0.45 0.26
O1 0.24 2.57 1.28
H1 -1.26 1.99 0.05
H2 -0.64 -2.18 -1.40

---

Record 4
The following is a quantum chemistry calculation of a single C5H2O molecule at a distorted geometry, from OMol25.

Summary:
- spin multiplicity = 1
- HOMO-LUMO gap (hartree) = 0.3261
- highest occupied orbital energy (eV) = -9.66
- total energy (eV) = -7260.01126
- relative energy (zero: lowest compared OMol25 entry of this formula, charge and spin) (eV) = 0.497
- LUMO (eV) = -0.792
- SMILES string = C#CC=C=C=O
- largest force on an atom (eV Å⁻¹) = 1.9

Element x y z (Å)
O1 -1.15 1.47 1.55
C1 -1.04 1.28 0.42
C2 -0.99 1.15 -0.92
C3 -0.14 0.10 -1.13
C4 0.47 -0.57 -0.02
C5 1.06 -1.24 0.79
H1 0.15 -0.31 -2.09
H2 1.64 -1.89 1.40

---

Record 5
The following is a quantum chemistry calculation of a single C5H2S molecule at a distorted geometry, from OMol25.

Summary:
- spin multiplicity = 1
- HOMO-LUMO gap (hartree) = 0.2552
- highest occupied orbital energy (eV) = -8.79
- total energy (eV) = -16044.79242
- relative energy (zero: lowest compared OMol25 entry of this formula, charge and spin) (eV) = 3.333
- LUMO (eV) = -1.845
- SMILES string = C#CC(=S)C#C
- largest force on an atom (eV Å⁻¹) = 12.7

Element x y z (Å)
C1 0.11 0.63 0.25
C2 -1.31 0.27 0.13
C3 -2.34 -0.25 -0.04
C4 1.17 -0.16 0.43
C5 2.40 -0.61 -0.13
H1 -3.49 -0.61 -0.22
H2 3.06 -1.59 -0.43
S1 0.41 2.33 0.01

---

Record 6
The following is a quantum chemistry calculation of a 10-piece molecular cluster, C5H30N2O10 overall at a distorted geometry, from OMol25.

Summary:
- spin multiplicity = 1
- HOMO-LUMO gap (hartree) = 0.3266
- highest occupied orbital energy (eV) = -8.63
- total energy (eV) = -29127.14637
- relative energy (zero: lowest compared OMol25 entry of this formula, charge and spin) (eV) = 2.127
- LUMO (eV) = 0.262
- SMILES string = CNC(=O)[C@H](C)NC.O.O.O.O.O.O.O.O.O
- largest force on an atom (eV Å⁻¹) = 4.1

Element x y z (Å)
C1 1.49 -0.47 1.69
N1 0.68 -0.01 0.60
C2 2.64 -0.15 -1.01
C3 1.39 0.62 -0.48
C4 0.43 0.92 -1.60
N2 0.71 1.87 -2.50
C5 2.04 2.34 -2.87
O1 -0.69 0.40 -1.64
H1 1.43 0.22 2.54
H2 1.22 -1.45 1.98
H3 2.57 -0.49 1.51
H4 0.06 -0.70 0.19
H5 2.77 0.21 -2.03
H6 2.35 -1.17 -1.04
H7 3.55 0.02 -0.51
H8 1.71 1.54 -0.04
H9 0.02 1.87 -3.18
H10 1.92 3.36 -3.24
H11 2.54 1.69 -3.56
H12 2.70 2.47 -2.04
H13 1.88 -2.00 -3.84
H14 0.92 -2.22 -2.78
O2 1.44 -1.51 -3.21
H15 -0.39 2.35 1.34
H16 -1.40 3.02 2.13
O3 -0.78 2.34 2.23
H17 -1.36 -3.46 -1.55
H18 -0.94 -2.23 -2.34
O4 -0.81 -3.12 -2.33
H19 -2.68 -0.87 1.09
H20 -2.18 -0.28 -0.41
O5 -2.75 -1.00 0.04
H21 0.99 2.26 3.00
H22 1.53 2.34 4.54
O6 1.85 2.28 3.58
H23 -1.63 -3.27 1.43
H24 -1.35 -3.13 2.85
O7 -1.03 -2.78 2.02
H25 -3.50 -3.76 -0.38
H26 -2.53 -2.56 -0.25
O8 -2.53 -3.53 -0.13
H27 -3.22 2.27 1.22
H28 -2.68 3.00 -0.08
O9 -3.10 3.10 0.81
H29 -1.70 0.71 2.62
H30 -1.44 -0.87 2.89
O10 -2.17 -0.15 2.73

---

Record 7
The following is a quantum chemistry calculation of a 9-piece molecular cluster, C5H30N2O10 overall at a distorted geometry, from OMol25.

Summary:
- spin multiplicity = 1
- HOMO-LUMO gap (hartree) = 0.3362
- highest occupied orbital energy (eV) = -8.76
- total energy (eV) = -29125.63520
- relative energy (zero: lowest compared OMol25 entry of this formula, charge and spin) (eV) = 3.638
- LUMO (eV) = 0.391
- SMILES string = CNC(O)(O)CCCN.O.O.O.O.O.O.O.O
- largest force on an atom (eV Å⁻¹) = 3.8

Element x y z (Å)
C1 -1.57 -0.39 2.79
C2 -2.15 -1.78 2.65
C3 -1.83 -2.72 1.44
N1 -1.93 -2.12 0.10
C4 -0.13 0.03 2.28
N2 0.97 -0.78 2.35
C5 2.36 -0.44 2.12
O1 -0.43 0.28 0.86
H1 -1.52 -0.26 3.90
H2 -2.22 0.46 2.67
H3 -1.95 -2.41 3.54
H4 -3.25 -1.83 2.57
H5 -2.52 -3.64 1.45
H6 -0.82 -3.23 1.37
H7 -1.07 -1.66 -0.19
H8 -2.65 -1.39 0.16
H9 0.81 -1.67 1.89
H10 2.50 0.55 1.66
H11 2.78 -1.24 1.40
H12 3.07 -0.23 2.94
H13 3.10 -2.72 -1.28
H14 2.48 -2.45 -2.55
O2 2.28 -2.95 -1.73
H15 0.09 2.34 -2.77
H16 0.76 3.77 -3.07
O3 0.89 2.88 -2.75
H17 -0.22 1.34 3.77
H18 -3.53 2.00 -1.12
O4 0.07 1.32 2.86
H19 -0.68 2.72 1.10
H20 -0.24 4.25 0.83
O5 -0.92 3.58 0.77
H21 1.73 1.92 -1.14
H22 0.97 1.07 0.00
O6 1.54 1.05 -0.79
H23 4.35 -0.34 -2.51
H24 3.14 0.35 -1.60
O7 3.45 -0.33 -2.19
H25 0.40 -1.19 -3.72
H26 1.08 -0.33 -2.61
O8 0.85 -0.35 -3.55
H27 -1.07 1.82 -4.30
H28 -0.65 0.49 -3.81
O9 -1.44 1.06 -3.83
H29 -1.12 0.96 0.80
H30 -2.93 0.85 -1.79
O10 -2.83 1.36 -0.95

---

Record 8
The following is a quantum chemistry calculation of a 10-piece molecular cluster, C5H30N2O9 overall at a distorted geometry, from OMol25.

Summary:
- spin multiplicity = 1
- HOMO-LUMO gap (hartree) = 0.3460
- highest occupied orbital energy (eV) = -9.39
- total energy (eV) = -27076.21345
- relative energy (zero: lowest compared OMol25 entry of this formula, charge and spin) (eV) = 4.757
- LUMO (eV) = 0.029
- SMILES string = C=CCCNCN.O.O.O.O.O.O.O.O.O
- largest force on an atom (eV Å⁻¹) = 4.6

Element x y z (Å)
C1 2.04 0.00 -0.51
C2 2.16 -1.48 -0.25
C3 0.90 -2.12 -0.62
C4 0.64 -3.44 -0.44
N1 1.15 0.68 0.43
C5 1.77 2.08 0.92
N2 0.78 3.13 0.81
H1 1.83 0.22 -1.60
H2 3.02 0.54 -0.39
H3 2.99 -1.89 -0.78
H4 2.48 -1.60 0.82
H5 0.03 -1.53 -1.06
H6 -0.21 -3.84 -0.91
H7 1.25 -4.13 0.08
H8 0.18 0.68 0.13
H9 2.78 2.33 0.52
H10 1.97 1.86 2.02
H11 0.17 3.13 1.57
H12 0.71 3.62 -0.13
H13 -2.02 -1.55 -3.74
H14 -1.55 -2.95 -3.59
O1 -1.25 -2.14 -4.03
H15 -1.90 -3.06 0.36
H16 -3.09 -2.66 1.20
O2 -2.81 -2.76 0.27
H17 0.79 0.61 -3.59
H18 2.04 -0.01 -4.14
O3 1.18 -0.25 -3.83
H19 1.13 0.16 2.63
H20 0.67 -1.21 2.91
O4 1.02 -0.46 3.34
H21 3.91 0.18 2.87
H22 3.36 -0.80 1.92
O5 3.77 -0.82 2.77
H23 -3.16 2.06 1.87
H24 -3.96 1.52 0.78
O6 -3.77 2.33 1.13
H25 -2.82 3.43 -1.73
H26 -1.77 2.86 -0.80
O7 -1.91 3.40 -1.55
H27 -2.98 0.02 -0.31
H28 -4.20 -0.49 -1.14
O8 -3.91 0.12 -0.44
H29 -1.07 1.29 2.91
H30 -0.88 1.68 1.31
O9 -1.45 1.27 2.02